{"formula": "C21H38N4O3", "method": "wB97M-V/def2-TZVPD", "species": ["H", "H", "O", "H", "H", "H", "H", "H", "C", "H", "H", "H", "H", "H", "C", "H", "H", "C", "H", "C", "H", "C", "C", "C", "C", "H", "C", "C", "H", "H", "H", "N", "C", "H", "C", "H", "H", "H", "C", "N", "H", "H", "C", "H", "H", "N", "H", "H", "H", "H", "O", "C", "H", "H", "C", "C", "C", "H", "C", "H", "N", "C", "H", "O", "C", "H"], "positions_angstrom": [[-2.246384, -4.751830, -2.401536], [1.706059, -0.246755, 2.545926], [-2.327810, -2.233293, 0.501234], [-2.671636, 2.714686, 1.208722], [-0.330280, -5.287166, -5.368431], [1.375002, 0.569871, 0.994470], [4.991063, 1.630951, 1.763940], [-2.125278, -1.648925, -1.904752], [3.989443, 0.464132, 0.213091], [3.452040, 0.768236, -0.686138], [-0.027607, -1.521721, -0.507375], [-4.092270, 0.040346, 1.576238], [-1.724422, -4.388123, -4.694836], [1.699399, 3.065317, 0.625784], [-0.339068, -3.927444, -1.843196], [-1.160505, 0.403178, 2.351246], [3.813083, -1.123298, 1.670657], [-0.720915, 3.715925, 2.817826], [-2.138266, 1.747349, -1.161613], [-2.535216, -1.034685, 0.555663], [0.380322, -0.019163, -1.335367], [-0.601899, 2.279461, 0.788972], [1.396369, 3.322047, 1.642372], [3.180431, -0.596822, 0.955924], [-2.150645, 0.817134, 2.144582], [-0.779049, -3.478458, -0.953282], [0.191606, -3.584598, -4.128391], [4.042288, 1.624529, 1.213243], [1.538904, 4.395188, 1.788358], [0.180420, -2.857302, -4.944100], [4.980815, 0.119346, -0.074483], [2.964425, 1.379531, 2.168421], [-0.710507, -4.764500, -4.488419], [-3.671350, 1.350235, -0.356901], [-1.230831, 5.083162, 2.358198], [-1.919438, 4.976690, 1.523452], [-0.022692, 3.849467, 3.647739], [1.227180, -3.950255, -3.996859], [-3.087445, -0.335090, 1.781793], [-0.019343, 3.017605, 1.761133], [-0.405663, 5.714198, 2.038148], [-1.201133, -5.884070, -1.496421], [-2.054917, 1.838374, 0.992563], [-1.553624, 3.116385, 3.181201], [-2.510572, 1.290630, 3.059924], [-2.262875, -0.182995, -0.451815], [2.712416, -1.317963, 0.289418], [3.017466, 3.205481, 3.080982], [3.943596, 2.591570, 0.706538], [1.506818, -1.998455, -2.360649], [0.024310, 1.926228, -0.196588], [-2.581303, 1.216149, -0.318167], [0.676936, -4.291916, -1.605217], [0.451899, -1.127610, -3.495073], [2.163353, 0.262940, 1.693562], [2.264968, 2.530862, 2.662705], [0.453820, -1.755636, -2.598538], [1.624088, 2.192949, 3.483477], [-1.638542, -0.703448, -1.652431], [-3.145996, -1.054976, 2.598079], [-0.307115, -2.950009, -2.921885], [-0.146663, -0.967526, -1.438568], [-1.746788, 5.579068, 3.175947], [-0.755599, -5.711980, -3.450446], [-1.214708, -5.106790, -2.261622], [-1.790167, 0.003585, -2.468425]], "atomic_forces_ev_per_a": [[0.05, -0.02, 0.05], [-0.07, -0.05, -0.03], [0.11, -0.43, 0.01], [0.00, -0.02, 0.04], [-0.05, 0.08, 0.01], [0.00, -0.05, 0.01], [0.03, 0.11, -0.16], [0.00, 0.19, -0.08], [0.01, 0.02, 0.09], [0.00, 0.00, -0.04], [0.02, 0.02, 0.08], [-0.05, 0.00, 0.01], [0.08, -0.02, -0.03], [0.02, 0.15, 0.12], [-0.24, -0.20, -0.08], [0.00, 0.01, 0.06], [0.00, -0.07, 0.03], [-0.33, 0.26, -0.04], [-0.12, -0.08, 0.09], [-0.39, 0.28, 0.31], [0.01, -0.08, 0.05], [-0.36, 0.11, 0.10], [0.39, -0.20, 0.06], [-0.13, 0.08, 0.03], [-0.19, 0.05, 0.11], [0.02, 0.00, 0.06], [-0.24, -0.25, -0.08], [0.35, 0.13, 0.08], [-0.04, 0.01, -0.03], [0.04, -0.02, -0.01], [0.02, 0.02, -0.07], [-0.06, -0.19, -0.11], [0.20, 0.26, -0.24], [0.12, 0.07, -0.01], [0.11, -0.22, 0.15], [-0.08, 0.00, -0.07], [-0.09, -0.12, 0.00], [-0.04, 0.04, -0.02], [0.18, -0.15, 0.08], [0.27, -0.05, 0.05], [0.06, 0.09, -0.04], [-0.04, 0.08, 0.00], [0.14, -0.04, -0.32], [0.09, 0.00, 0.06], [0.12, -0.02, -0.01], [0.18, 0.04, -0.12], [-0.01, -0.09, -0.01], [-0.08, 0.03, 0.08], [0.01, 0.00, -0.01], [-0.02, 0.02, -0.08], [-0.02, -0.13, -0.35], [-0.18, 0.51, 0.10], [-0.01, 0.03, 0.01], [0.09, -0.01, 0.00], [-0.12, -0.19, 0.07], [0.01, 0.20, -0.03], [-0.07, 0.08, 0.15], [0.00, 0.14, 0.06], [0.28, -0.38, 0.02], [-0.03, -0.01, -0.13], [0.13, -0.08, -0.10], [-0.03, -0.06, -0.30], [-0.07, 0.12, 0.06], [0.08, -0.15, 0.01], [0.07, 0.17, 0.32], [-0.06, -0.01, 0.00]], "lumo_ha": 0.0197, "de_lowest_ev": 1.703, "smiles": "CCN(CCN1CCCC1)C(=O)[C@@H]1CCC(=O)N(CCCN2CCOCC2)C1", "spin_multiplicity": 1}

{"formula": "C21H38N4O4S2", "method": "wB97M-V/def2-TZVPD", "species": ["H", "N", "H", "H", "H", "H", "H", "C", "H", "C", "O", "C", "H", "C", "O", "H", "C", "H", "S", "H", "H", "C", "C", "H", "N", "H", "H", "H", "H", "C", "H", "H", "H", "C", "C", "C", "O", "H", "C", "H", "H", "H", "H", "H", "H", "N", "C", "S", "C", "H", "H", "H", "C", "C", "H", "C", "C", "C", "H", "H", "H", "H", "C", "N", "O", "C", "H", "H", "H"], "positions_angstrom": [[-7.998490, -1.950396, -3.779171], [4.592843, 2.989460, 2.989837], [1.774740, -0.037695, -3.147869], [1.589143, -1.776444, -5.800746], [2.401810, 0.489558, -0.204283], [-7.712782, -4.477078, -2.063541], [5.540299, -1.293837, 1.132474], [0.925105, 3.331066, 2.299223], [1.578220, -3.367565, -5.067363], [-5.247322, -3.936823, -2.967567], [-6.795056, -2.911111, 0.153555], [-6.227738, -3.145581, -3.859305], [6.121603, 4.095019, 6.755552], [0.183732, -2.040381, -4.272063], [-6.974255, -1.694441, -1.992997], [2.819618, 0.311024, 1.489422], [4.216489, 3.381565, 4.001371], [2.685071, 4.107095, 5.211376], [-3.388804, -1.779047, -2.958578], [-4.607703, -1.217516, -2.869879], [6.535950, 0.139417, 0.893340], [3.074115, -0.027867, 0.482985], [4.517899, 0.359152, 0.156041], [2.789160, 0.172537, -4.582772], [2.665758, -2.598102, 0.283188], [4.590749, 1.447761, 0.157117], [-1.493300, 1.495681, 4.021260], [-3.195228, -4.080027, -2.386476], [4.407809, 5.918218, 4.983172], [-3.775701, -3.543963, -3.135854], [0.842151, 1.352529, 3.165365], [4.770227, 0.023472, -0.852228], [-5.505137, -3.873709, -1.908767], [-8.259049, -3.607147, -2.437333], [2.636284, -1.885794, -3.905117], [5.531788, -0.202241, 1.144717], [-8.269885, -0.982449, -0.005472], [0.661002, 2.662907, 4.318550], [2.844282, -1.467370, 0.374314], [0.461054, 4.308699, 2.445100], [-6.711223, -3.854908, -4.539905], [-1.633106, 3.144996, 3.411758], [-9.052458, -3.991834, -3.073059], [2.540778, -2.414408, -2.954805], [3.850775, 3.093919, 6.040319], [0.538774, 2.540353, -0.156092], [3.750829, 3.883239, 5.293092], [-7.661403, -2.099331, -0.627044], [0.707364, 2.893894, 0.922916], [-5.322390, -4.992056, -3.245143], [6.483532, 5.773400, 6.353094], [4.047119, 5.512032, 6.650132], [-1.140924, 2.183585, 3.253176], [5.990264, 4.869329, 5.997588], [-5.716290, -2.400449, -4.466149], [-7.388915, -2.535610, -3.087760], [1.502528, -2.301298, -4.847323], [2.680255, -0.383538, -3.649568], [-1.459954, 1.791823, 2.286602], [1.997876, 3.461733, 2.452395], [-3.439124, -3.868062, -4.122836], [6.501738, 4.547984, 5.089120], [0.374898, 2.327285, 3.318868], [-0.853361, -1.828361, -3.824490], [-8.829156, -2.971673, -1.275480], [4.512676, 5.136566, 5.737493], [3.584555, -2.197657, -4.347309], [3.529133, -0.138834, -3.010343], [5.308759, 0.129298, 2.160181]], "atomic_forces_ev_per_a": [[0.00, 0.30, 0.27], [-0.06, 0.00, -0.05], [-0.02, 0.01, -0.03], [-0.09, 0.06, 0.02], [-0.13, -0.11, 0.04], [0.34, 0.13, -0.25], [-0.04, 0.00, 0.01], [0.14, -0.06, 0.31], [-0.10, -0.01, 0.01], [0.26, 0.04, -0.16], [0.22, -0.30, -0.40], [-0.11, -0.40, 0.50], [0.01, -0.01, -0.01], [-0.08, 0.04, -0.15], [0.20, 0.14, -0.15], [-0.02, -0.12, 0.04], [0.05, -0.14, 0.07], [0.00, -0.05, -0.07], [-0.48, 0.75, 0.21], [-0.23, -0.56, 0.19], [0.01, 0.00, 0.03], [0.10, 0.32, -0.25], [0.31, -0.01, 0.11], [-0.01, 0.02, 0.01], [0.06, -0.01, -0.05], [-0.12, 0.01, 0.00], [-0.02, 0.00, -0.01], [0.08, 0.04, -0.06], [-0.06, -0.03, -0.02], [-0.51, -0.14, -0.15], [0.06, 0.03, -0.02], [-0.08, 0.00, -0.02], [-0.08, 0.18, -0.04], [-0.16, -0.60, 0.55], [0.14, 0.20, 0.11], [0.00, -0.06, -0.03], [0.06, 0.28, -0.26], [0.07, 0.03, -0.03], [-0.11, 0.02, 0.09], [-0.07, -0.01, -0.10], [0.05, 0.17, -0.20], [0.00, 0.00, -0.01], [-0.15, 0.36, 0.00], [-0.04, -0.05, -0.03], [0.06, -0.06, -0.06], [0.04, -0.06, 0.00], [-0.13, 0.24, 0.11], [-0.73, 0.21, 0.82], [-0.01, 0.11, -0.06], [0.04, -0.03, 0.16], [0.01, -0.01, 0.00], [-0.08, -0.04, -0.02], [0.03, -0.05, 0.00], [-0.02, 0.03, -0.04], [-0.03, 0.06, 0.06], [-0.03, -0.56, -0.54], [0.24, -0.14, 0.06], [-0.04, -0.07, 0.07], [0.00, 0.03, -0.02], [0.02, -0.01, -0.15], [0.11, 0.09, 0.03], [-0.01, -0.03, 0.00], [-0.22, -0.04, 0.04], [1.02, -0.22, -0.22], [0.13, 0.06, -0.30], [0.22, 0.04, 0.08], [-0.05, -0.09, -0.06], [0.00, 0.05, -0.01], [0.01, 0.02, 0.00]], "lumo_ha": 0.0152, "spin_multiplicity": 1}

{"formula": "C21H38O7SV", "method": "wB97M-V/def2-TZVPD", "species": ["H", "C", "C", "C", "C", "H", "H", "H", "H", "O", "H", "H", "H", "C", "C", "H", "H", "O", "C", "C", "H", "H", "H", "H", "H", "C", "H", "H", "C", "H", "C", "H", "S", "O", "H", "C", "C", "H", "H", "C", "C", "H", "H", "C", "C", "H", "V", "O", "C", "C", "H", "H", "O", "C", "H", "H", "H", "H", "O", "C", "H", "H", "H", "H", "H", "H", "H", "O"], "positions_angstrom": [[-0.841628, 5.413837, -0.904025], [-2.343302, -1.255121, 1.585481], [-1.066464, -1.004657, 0.790065], [-0.626642, 2.665153, -1.789662], [4.010408, -1.810707, -0.587921], [-0.490085, -1.910378, 0.606497], [5.489311, -2.491422, 0.809799], [4.960287, 0.111614, 1.851223], [-1.787623, 0.608589, -0.386990], [1.708442, 0.353434, -0.136949], [-2.961260, -0.361507, 1.479379], [-3.068408, -3.255455, 1.703439], [3.934848, -2.786347, 4.659168], [3.640145, -2.264037, 3.751738], [5.054264, -1.542324, 0.505105], [-2.251058, -0.946596, -1.037074], [-2.137060, -1.407781, 2.639269], [-4.572174, -2.114150, 0.976652], [-5.002354, -1.562095, -0.162503], [4.502407, -0.870601, 1.785042], [5.650967, -2.315121, 2.927279], [-0.646201, -0.254875, -2.555549], [2.912501, -1.510705, 4.046927], [4.269931, -2.775049, -1.029591], [3.004974, -1.927520, -0.193114], [-1.584779, 3.418662, -0.849469], [1.213277, 0.335046, -3.403680], [-0.433088, -0.277646, 1.291037], [0.865853, 0.546268, -1.318205], [-2.761273, -2.741953, 0.071340], [-3.168667, -2.417351, 1.022883], [2.921807, -1.016978, -3.581160], [-1.766040, 5.237880, 1.244934], [3.479554, 1.734479, 0.381310], [-1.257197, 1.970605, -2.333719], [-6.024509, -0.462790, 0.017577], [-0.250707, -0.452800, -1.563168], [-1.918293, 2.759072, -0.051657], [-0.007244, 1.799517, 0.043239], [-1.427173, -0.399680, -0.581813], [2.688956, -0.873493, -2.527017], [2.123826, -1.748426, -2.219854], [-2.455989, 3.801937, -1.374134], [4.044079, -0.822849, -1.782735], [-0.867565, 4.602845, -0.179911], [0.098198, -1.480925, -1.584722], [-10.014884, 0.411751, -0.736862], [1.669607, 2.552933, -0.689437], [0.406093, 1.936262, -0.962140], [2.391073, 1.540969, -0.079440], [5.843051, -0.926176, 0.080455], [-6.051501, -0.066333, 1.024847], [-4.669104, -1.900660, -1.279098], [4.839729, -1.607988, 3.087822], [5.240043, -0.885120, 3.797719], [-0.980964, 4.925317, 2.283856], [2.447244, 1.295031, -2.666028], [-0.198986, 3.421999, -2.443046], [-9.193522, 0.977019, 0.564058], [1.836750, 0.408456, -2.512777], [3.143362, -2.979376, 3.098811], [4.823686, -1.195550, -2.437964], [-6.989690, -0.917748, -0.211705], [4.258128, 0.178631, -1.425537], [0.158914, 4.369195, 0.080192], [-5.853751, 0.313968, -0.717555], [3.436610, -0.689486, 1.673281], [-11.399140, 0.539302, -1.584216]], "atomic_forces_ev_per_a": [[0.21, 0.17, 0.02], [-0.17, 0.16, -0.39], [-0.48, 0.35, -0.77], [-0.39, 0.94, 0.54], [0.85, -0.20, -0.53], [0.08, -0.17, 0.32], [0.21, -0.11, -0.11], [-0.15, 0.22, -0.03], [-0.05, 0.18, -0.26], [0.51, 0.58, 0.02], [-0.01, 0.19, 0.26], [-0.23, -0.22, -0.01], [0.01, -0.13, 0.09], [0.11, -0.17, 0.08], [-0.74, -0.06, 0.31], [-0.14, -0.09, -0.01], [-0.05, 0.03, 0.16], [0.03, 0.70, -0.22], [0.04, -0.28, -1.28], [0.76, 0.23, -0.25], [-0.01, -0.22, -0.08], [0.15, 0.16, -0.18], [-0.13, 0.10, -0.07], [-0.22, -0.22, 0.00], [-0.10, 0.23, 0.25], [0.72, 0.34, 0.49], [-0.14, 0.27, -0.11], [0.19, -0.19, 0.30], [0.48, -0.78, -1.29], [-0.44, 0.05, -0.35], [1.01, -0.69, 0.77], [-0.10, -0.19, -0.15], [-0.57, 0.41, 0.35], [-1.19, -0.45, -0.19], [0.36, -0.25, -0.44], [-0.27, -0.26, 0.25], [-0.83, 0.21, 1.11], [-0.23, -0.20, -0.03], [-0.48, 0.03, -0.06], [0.43, -0.45, 0.40], [0.80, 0.70, -0.53], [-0.15, -0.06, 0.08], [-0.15, -0.10, -0.12], [-1.14, -0.81, 0.93], [-0.14, -0.15, -0.38], [0.33, -0.05, -0.02], [1.82, -1.80, -0.95], [0.24, -0.42, 0.32], [-0.41, -0.50, 0.33], [1.05, 0.81, 0.21], [0.23, -0.05, -0.02], [0.01, 0.07, 0.11], [0.07, 0.26, 0.96], [-0.24, 0.36, 0.17], [0.07, 0.07, 0.11], [0.24, -0.20, -0.27], [0.23, 0.04, 0.22], [0.24, -0.31, -0.43], [-3.44, 0.35, -2.06], [-0.68, -0.19, -0.45], [-0.05, -0.08, -0.12], [0.26, 0.43, -0.16], [-0.31, -0.11, 0.04], [0.21, 0.17, -0.14], [0.08, -0.07, 0.12], [0.21, 0.11, -0.07], [-0.18, -0.11, 0.16], [1.74, 1.42, 3.03]], "lumo_ha": -0.3619, "total_charge": 1, "spin_multiplicity": 1}

Ordered molar mass results: 394.6 474.7 485.5; unit g mol⁻¹.